The following is a quantum chemistry calculation of a cluster of 11 separate species, C5H32NO11S in total in a non-equilibrium geometry, from the Open Molecules 2025 dataset.

Output
* E: -1490.2722 a.u.
* relative energy (zero: lowest compared OMol25 entry of this formula, charge and spin): 4.207 eV
* E_HOMO: -6.506 eV
* LUMO energy: 2.6 eV
* charge: -1

Each atom is followed by the atoms it is bonded to, with distances in Å.
Cartesian coordinates (Å):
1 C -0.51 -0.42 -0.31  N2 1.520, C5 1.562, H9 1.066, H10 1.115
2 N -1.01 -0.16 -1.72  C1 1.520, C3 1.515, H11 1.026
3 C -1.24 1.28 -2.14  N2 1.515, O4 1.392, H12 1.118, H13 1.115
4 O -1.84 1.90 -1.05  C3 1.392, H37 1.109
5 C 0.50 -1.61 -0.17  C1 1.562, C6 1.505, H14 1.147, H15 1.059
6 C 0.28 -2.39 1.09  C5 1.505, C7 1.548, H16 1.124, H17 1.163
7 C 0.90 -1.99 2.45  C6 1.548, S8 1.815, H18 1.108, H19 1.102
8 S 2.45 -2.85 2.82  C7 1.815, H20 1.349
9 H -1.40 -0.67 0.23  C1 1.066
10 H -0.05 0.58 -0.16  C1 1.115
11 H -2.00 -0.40 -1.66  N2 1.026
12 H -0.31 1.72 -2.57  C3 1.118
13 H -1.89 1.35 -3.04  C3 1.115
14 H 1.56 -1.21 -0.02  C5 1.147
15 H 0.60 -2.12 -1.09  C5 1.059
16 H 0.77 -3.39 0.90  C6 1.124
17 H -0.85 -2.64 1.18  C6 1.163
18 H 0.07 -2.09 3.18  C7 1.108
19 H 1.11 -0.92 2.55  C7 1.102
20 H 2.88 -2.72 1.55  S8 1.349
21 H 4.21 0.20 1.00  O23 0.962
22 H 3.59 -0.82 -0.06  O23 0.954
23 O 4.38 -0.51 0.38  H21 0.962, H22 0.954
24 H 3.25 2.71 0.64  O26 1.002
25 H 4.10 1.65 0.05  O26 0.956
26 O 3.95 2.04 0.91  H24 1.002, H25 0.956
27 H -1.31 1.79 2.68  O29 0.956
28 H -0.16 2.00 1.85  O29 0.998
29 O -0.63 1.24 2.29  H27 0.956, H28 0.998
30 H -3.70 0.10 -0.16  O32 0.971
31 H -4.19 -1.04 0.80  O32 0.972
32 O -4.47 -0.24 0.32  H30 0.971, H31 0.972
33 H 2.10 -3.01 -2.32  O35 0.957
34 H 2.36 -1.93 -3.46  O35 0.985
35 O 2.77 -2.57 -2.84  H33 0.957, H34 0.985
36 H -2.95 3.22 0.33  O38 0.998
37 H -1.07 2.43 -0.45  O4 1.109
38 O -3.51 2.91 1.10  H36 0.998, H40 0.951
39 H -0.95 3.83 0.64  O41 0.965
40 H -4.28 2.43 0.81  O38 0.951
41 O -0.27 3.15 0.57  H39 0.965
42 H 0.04 -1.83 -3.08  O44 0.975
43 H 0.44 -0.64 -3.95  O44 0.964
44 O 0.58 -1.59 -3.85  H42 0.975, H43 0.964
45 H 0.82 3.02 -0.41  O47 1.093
46 H 1.55 2.11 -1.46  O47 0.957
47 O 1.80 2.77 -0.81  H45 1.093, H46 0.957
48 H -2.15 -1.32 1.88  O50 0.962
49 H -3.36 -1.56 2.74  O50 0.972
50 O -2.99 -1.78 1.87  H48 0.962, H49 0.972

***

The following is a quantum chemistry calculation of a cluster of 10 separate species, C5H32NO9 in total in a non-equilibrium geometry, from the Open Molecules 2025 dataset.

Output
* E: -941.2696 a.u.
* relative energy (zero: lowest compared OMol25 entry of this formula, charge and spin): 4.571 eV
* E_HOMO: -13.858 eV
* LUMO energy: -2.6 eV
* charge: +1

Each atom is followed by the atoms it is bonded to, with distances in Å.
Cartesian coordinates (Å):
1 C 0.37 -0.82 -2.82  C2 1.708, H7 1.082, H8 1.120, H9 1.116
2 C 0.94 -0.80 -1.21  C1 1.708, C3 1.538, N6 1.639, H10 1.030
3 C 2.47 -0.92 -1.05  C2 1.538, C4 1.574, C5 1.508, H11 1.115
4 C 3.03 -2.28 -0.50  C3 1.574, H12 1.094, H13 1.212, H14 1.105
5 C 3.28 -0.57 -2.27  C3 1.508, H15 1.128, H16 1.080, H17 1.101
6 N 0.45 0.57 -0.46  C2 1.639, H18 1.013, H19 0.996, H20 0.927
7 H -0.70 -1.00 -2.79  C1 1.082
8 H 0.94 -1.53 -3.47  C1 1.120
9 H 0.48 0.22 -3.19  C1 1.116
10 H 0.45 -1.65 -0.90  C2 1.030
11 H 2.79 -0.11 -0.36  C3 1.115
12 H 3.97 -2.60 -0.97  C4 1.094
13 H 2.25 -3.18 -0.25  C4 1.212
14 H 3.35 -1.96 0.51  C4 1.105
15 H 4.36 -0.31 -2.04  C5 1.128
16 H 3.00 0.34 -2.79  C5 1.080
17 H 3.17 -1.44 -2.93  C5 1.101
18 H 0.70 1.44 -0.91  N6 1.013
19 H 0.96 0.53 0.39  N6 0.996
20 H -0.47 0.61 -0.32  N6 0.927
21 H 0.35 4.50 -0.70  O23 1.053
22 H 1.32 4.17 -1.84  O23 0.848
23 O 0.64 3.84 -1.47  H21 1.053, H22 0.848
24 H -1.68 -1.42 1.82  O26 0.957
25 H -1.64 -2.75 2.11  O26 0.950
26 O -1.92 -1.96 2.57  H24 0.957, H25 0.950
27 H -3.13 -0.22 0.43  O29 1.054
28 H -1.94 -1.09 -0.24  O29 0.945
29 O -2.15 -0.59 0.53  H27 1.054, H28 0.945
30 H -0.43 4.53 1.53  O32 0.995
31 H 0.89 4.82 2.28  O32 0.974
32 O 0.50 4.86 1.39  H30 0.995, H31 0.974
33 H -0.35 -0.12 4.30  O35 1.069
34 H -0.74 -1.53 3.95  O35 0.907
35 O 0.03 -1.05 3.91  H33 1.069, H34 0.907
36 H -3.74 -2.13 -2.25  O38 1.018
37 H -3.76 -3.36 -1.35  O38 0.940
38 O -3.14 -2.74 -1.69  H36 1.018, H37 0.940
39 H -3.17 1.47 -0.36  O41 0.882
40 H -4.56 1.59 -0.35  O41 0.989
41 O -3.81 1.33 -0.95  H39 0.882, H40 0.989
42 H 2.03 0.38 2.42  O44 0.925
43 H 0.77 -0.59 2.48  O44 0.984
44 O 1.31 0.05 1.96  H42 0.925, H43 0.984
45 H -2.74 1.80 3.06  O47 0.938
46 H -2.28 0.39 2.48  O47 0.948
47 O -2.43 1.31 2.32  H45 0.938, H46 0.948